Entry 1:
Formula: C4H6N2
Source: the OMol25 dataset
Level of theory: ωB97M-V/def2-TZVPD

ORCA input file:
```
! RIJCOSX wB97M-V def2-TZVPD def2/J DEFGRID3
* xyz 0 1
H -0.5448 -2.3357 0.2850
N 0.3233 -1.8415 0.0911
C 0.2892 -0.5634 0.0562
C 1.5892 0.1036 -0.2742
C -0.8301 0.8052 0.2755
C -2.1590 0.3724 0.0217
N -3.2135 -0.0072 -0.2131
H 2.4000 -0.6155 -0.1920
H 1.7770 0.9505 0.3771
H 1.5522 0.4665 -1.3012
H -0.4956 1.5520 -0.4328
H -0.6878 1.1132 1.3067
*
```

Properties
SMILES: [H]/N=C(/C)CC#N
Relative energy (zero: lowest compared OMol25 entry of this formula, charge and spin) (kcal/mol): 38.4
Electronic energy (eV): -7223.9272
HOMO level (Ha): -0.3718

Entry 2:
Formula: C28H55CaN9O5PS
Source: the OMol25 dataset
Level of theory: ωB97M-V/def2-TZVPD

ORCA input file:
```
! RIJCOSX wB97M-V def2-TZVPD def2/J DEFGRID3
* xyz 1 1
Ca -0.3359 0.4861 -0.5686
C -1.1120 1.7216 -2.8302
C -2.0058 0.6722 -2.4644
C -2.7140 1.1373 -1.3111
C -2.3234 2.4716 -1.0548
C -1.3362 2.8252 -1.9726
C -0.7995 4.1912 -2.1519
C -2.8800 3.4049 -0.0556
C -3.7896 0.3795 -0.6153
C -2.3920 -0.5492 -3.2406
C -0.2041 1.9375 -4.0086
H 0.1526 4.1628 -2.7065
H -0.6056 4.7131 -1.2046
H -1.4090 4.8572 -2.7282
H -3.1312 2.8672 0.8660
H -3.7988 3.9766 -0.3543
H -2.1239 4.1804 0.1787
H -3.5052 -0.6808 -0.4415
H -4.7087 0.3220 -1.2133
H -4.0964 0.8097 0.3381
H -2.4032 -1.4799 -2.6309
H -1.7058 -0.6603 -4.0979
H -3.4007 -0.4321 -3.6363
H 0.7493 2.4029 -3.6984
H -0.6447 2.6337 -4.7068
H 0.0575 1.0218 -4.5349
C 2.3397 -0.6299 3.0169
S 2.6224 -0.9824 1.2572
C 4.2204 -0.1613 1.0711
O 1.6418 -0.0898 0.5154
H 3.1209 -1.1258 3.5803
H 1.3950 -1.1027 3.2602
H 2.2439 0.4598 3.2032
H 4.8757 -0.6410 1.8062
H 4.0824 0.8953 1.2013
H 4.5862 -0.3850 0.0455
N 2.4797 -4.4509 -0.7884
C 3.4322 -4.6889 0.1319
N 3.1566 -5.6792 1.0134
N 4.5923 -4.0684 0.2547
C 4.8904 -3.0919 -0.5953
N 5.2895 -2.2615 -1.3065
H 1.5315 -4.7000 -0.6106
H 2.6668 -3.6993 -1.4455
H 2.5553 -6.4591 0.7836
H 3.9209 -5.8935 1.6359
C -5.6431 -1.0735 2.0594
C -4.5654 -0.6160 3.0474
O -3.2811 -1.2601 2.8473
P -2.0484 -0.4979 2.1989
O -0.9393 -0.6854 3.3784
C -1.0397 0.2532 4.4828
C -1.0104 -0.5583 5.7455
O -1.4749 -1.6344 1.1605
C -1.6485 -3.0553 1.4560
C -2.6461 -3.6635 0.5440
H -6.4246 -0.2970 2.0169
H -6.0934 -2.0211 2.3308
H -5.2091 -1.1081 1.0545
H -4.8136 -0.8605 4.0737
H -4.4587 0.4856 2.9370
H -1.9622 0.8424 4.4483
H -0.2335 0.9890 4.4322
H -1.6635 -1.4343 5.6976
H -1.3128 0.0283 6.6119
H 0.0054 -0.9538 5.9376
H -1.9318 -3.1804 2.4972
H -0.6609 -3.5046 1.3325
H -3.6344 -3.1808 0.7188
H -2.7753 -4.7275 0.6825
H -2.3969 -3.4788 -0.5341
O 0.8322 -1.2033 -1.8913
C 1.7125 -0.6804 -2.6573
C 1.7444 -1.2062 -4.0687
C 3.1223 -1.5886 -4.6049
C 3.9865 -0.4118 -5.0780
C 4.5121 0.4386 -3.9062
C 3.3984 1.0948 -3.1023
N 2.5707 0.2481 -2.2326
H 1.2974 -0.4427 -4.7045
H 1.0332 -2.0493 -4.0382
H 2.9389 -2.2660 -5.4259
H 3.6648 -2.2067 -3.9014
H 3.3441 0.1776 -5.7389
H 4.7776 -0.8052 -5.6901
H 5.1231 1.2830 -4.3254
H 5.0948 -0.1646 -3.2343
H 2.7079 1.5371 -3.8389
H 3.7824 1.8835 -2.4584
H 2.6243 0.3653 -1.2302
N -1.6153 4.5405 3.0023
C -0.4695 4.2926 3.6970
N -0.2385 5.0335 4.8142
N 0.4373 3.3995 3.3063
C 0.2940 2.9441 2.0798
N 0.2024 2.5796 0.9779
H -2.1440 5.3982 3.1249
H -1.7293 4.0172 2.1627
H -0.9509 5.5358 5.3380
H 0.6312 4.8316 5.2807
*
```

Properties
Relative energy (zero: lowest compared OMol25 entry of this formula, charge and spin) (kcal/mol): 30.5
Electronic energy (eV): -92140.0280
HOMO level (Ha): -0.3254

Entry 3:
Formula: C19H28N2
Source: the OMol25 dataset
Level of theory: ωB97M-V/def2-TZVPD

ORCA input file:
```
! RIJCOSX wB97M-V def2-TZVPD def2/J DEFGRID3
* xyz 2 1
C -2.6646 0.8241 1.3420
C -1.5260 1.9393 1.7080
C -0.1115 1.1619 1.9673
C 0.9074 2.1796 2.7410
C 1.7027 3.1588 1.7343
C 2.5252 2.3804 0.5845
C 3.5457 1.2616 1.1649
C 4.0577 0.2910 -0.0226
C 3.5873 -1.2453 0.1813
N 2.1319 -1.4515 -0.2112
C 1.8438 -1.2934 -1.6239
C 0.4008 -1.4677 -2.1421
C -0.7685 -1.8257 -1.1407
C -2.2161 -1.9359 -1.7754
C -2.6987 -0.6996 -2.6344
C -4.0781 -0.7106 -3.3377
N -4.9404 -1.8607 -3.1866
C -4.5608 -3.0298 -2.4100
C -3.1810 -3.1452 -1.6671
C -0.4049 -1.9958 0.3537
C 1.1036 -1.8031 0.7528
H -2.7242 0.6478 0.2087
H -3.6660 1.2472 1.7298
H -2.4344 -0.1961 1.8164
H -1.8363 2.5839 2.5954
H -1.3428 2.5496 0.7417
H 0.2647 0.8699 0.9263
H -0.2429 0.2459 2.6382
H 1.5838 1.6412 3.4919
H 0.2110 2.8570 3.3729
H 2.4456 3.7840 2.3366
H 0.8907 3.8041 1.2184
H 3.1290 3.1442 -0.0177
H 1.8306 1.8394 -0.1692
H 3.1255 0.7013 2.0697
H 4.4701 1.8385 1.5566
H 3.7429 0.7330 -1.0325
H 5.2150 0.3140 0.0044
H 4.1816 -1.8824 -0.5818
H 3.7856 -1.6040 1.2456
H 2.6467 -1.0052 -2.3979
H 0.1671 -1.3114 -3.2506
H -1.9724 0.1897 -2.7467
H -4.3433 0.2129 -3.9716
H -5.8520 -1.8260 -3.6901
H -5.3238 -3.8915 -2.3519
H -2.8764 -4.0817 -1.0806
H -1.2095 -2.2387 1.1210
H 1.4789 -1.8991 1.8388
*
```

Properties
Relative energy (zero: lowest compared OMol25 entry of this formula, charge and spin) (kcal/mol): 217.3
Electronic energy (eV): -23113.7476
HOMO level (Ha): -0.5610

Entry 4:
Formula: C23H43N2OP3ReS
Source: the OMol25 dataset
Level of theory: ωB97M-V/def2-TZVPD

ORCA input file:
```
! RIJCOSX wB97M-V def2-TZVPD def2/J DEFGRID3
* xyz 4 4
Re 0.2133 0.8654 0.1884
P -1.1506 -0.8673 1.7539
P 1.5069 -1.1081 -0.4027
P -1.8169 1.7942 -0.2821
H 1.8162 1.3500 -1.8597
C 0.9050 1.7716 -1.4251
C 1.1475 2.5878 -0.1782
H 2.1975 2.6688 0.1369
C -2.1047 -2.1204 0.8137
C -0.2373 -1.8803 2.9751
C -2.4005 -0.1537 2.8886
C 2.9024 -0.8666 -1.5824
C 2.3947 -2.0156 0.9370
C 0.6499 -2.5166 -1.2203
C -2.0364 2.9390 -1.6980
C -2.1850 2.9402 1.1068
C -3.3571 0.8251 -0.4779
H 0.2674 2.2194 -2.1867
H 0.6268 3.5536 -0.1127
H -2.7138 -2.7055 1.5148
H -1.4291 -2.7939 0.2788
H -2.7651 -1.6397 0.0855
H -0.9517 -2.2971 3.6990
H 0.4774 -1.2558 3.5243
H 0.2953 -2.7055 2.4928
H -2.9372 -0.9895 3.3582
H -3.1267 0.4744 2.3656
H -1.9073 0.4275 3.6809
H 3.7682 -1.4540 -1.2523
H 3.2247 0.1752 -1.6169
H 2.6134 -1.1725 -2.5953
H 1.9274 -2.9885 1.1240
H 2.4066 -1.4401 1.8663
H 3.4342 -2.1836 0.6324
H 1.2950 -2.9367 -2.0038
H -0.2834 -2.1899 -1.6896
H 0.4378 -3.3115 -0.4960
H -3.0576 3.3355 -1.6578
H -1.8936 2.4271 -2.6547
H -1.3350 3.7734 -1.6330
H -3.1101 3.4777 0.8686
H -1.3681 3.6607 1.2246
H -2.3107 2.4101 2.0562
H -4.1679 1.5168 -0.7366
H -3.6345 0.2789 0.4278
H -3.2324 0.1128 -1.3007
C -0.6967 -1.0957 -5.1482
C -1.8136 -1.8854 -5.4936
C -1.6683 -2.9143 -6.4212
C -0.4078 -3.2253 -6.9407
C 0.7210 -2.5537 -6.4599
C 0.5906 -1.5053 -5.5503
S -0.8936 0.1902 -4.0218
H -1.5492 1.2304 -4.4799
H -2.7716 -1.6351 -5.0284
H -2.5584 -3.4684 -6.7327
H -0.2915 -3.9955 -7.7086
H 1.7142 -2.8456 -6.7884
H 1.4622 -0.9968 -5.1455
N 1.1544 2.0043 6.7813
C 0.6091 1.6687 5.5706
O -0.5769 1.3599 5.4344
C 1.5681 1.6031 4.4393
C 2.9577 1.4302 4.5405
C 3.6715 1.1665 3.3688
C 2.9807 1.0234 2.1506
N 1.6434 1.1207 2.0970
C 0.9726 1.5425 3.1775
H 0.4994 2.2094 7.5220
H 2.0479 2.4631 6.8244
H 3.4664 1.4720 5.5047
H 4.7479 1.0346 3.3518
H 3.5069 0.8065 1.2080
H -0.0815 1.8030 3.0109
*
```

Properties
Relative energy (zero: lowest compared OMol25 entry of this formula, charge and spin) (kcal/mol): 0.0
Electronic energy (eV): -70364.6090
HOMO level (spin up / spin down) (Ha): -0.6949 / -0.6980

Entry 5:
Formula: C5H35NO15
Source: the OMol25 dataset
Level of theory: ωB97M-V/def2-TZVPD

ORCA input file:
```
! RIJCOSX wB97M-V def2-TZVPD def2/J DEFGRID3
* xyz 0 1
C 0.1720 -0.1519 0.3881
C -0.7161 -0.9730 1.2515
C -1.9952 -1.4849 0.7252
O -2.1772 -1.5764 -0.4805
C -0.4283 0.9795 -0.4208
N -0.1107 2.3106 -0.2762
C 0.7616 2.7766 0.8665
O -1.1116 0.7039 -1.4256
H 0.6379 -0.8948 -0.3204
H 0.9505 0.2148 1.0266
H -0.2988 -1.8744 1.7606
H -0.9796 -0.5082 2.2343
H -2.6974 -1.9148 1.4252
H -0.4122 2.9608 -0.9880
H 1.0611 1.9307 1.4404
H 1.5607 3.3282 0.3214
H 0.2067 3.6377 1.2770
H 2.7335 -1.3348 -1.1038
H 1.6052 -2.3499 -1.5799
O 2.1224 -2.0274 -0.8297
H 2.7030 -2.0844 2.7186
H 1.5379 -1.1791 3.3103
O 1.7623 -1.9985 2.8505
H 3.2992 0.9193 -2.3347
H 2.6857 1.2349 -1.0736
O 3.5836 1.0756 -1.3956
H -1.5260 -1.0040 -4.1652
H -1.2554 -0.8176 -2.6303
O -0.8385 -0.8293 -3.5143
H 0.9768 -0.2115 -3.0419
H 2.1183 -1.2001 -3.2165
O 1.9257 -0.3276 -2.8530
H 1.1322 -3.6971 0.7127
H 0.5181 -3.8768 2.0434
O 0.3359 -4.0645 1.1177
H -0.3010 1.6910 4.8229
H -1.2331 1.3286 3.6461
O -0.2874 1.4040 3.8963
H -3.1539 1.9423 0.3931
H -1.7249 2.3403 1.0297
O -2.5830 1.9453 1.2237
H -2.8274 1.2359 2.6683
H -3.5705 0.1139 3.4764
O -2.9364 0.8253 3.5886
H 3.6847 0.0516 0.3446
H 3.1039 -1.1947 1.1155
O 3.4573 -0.3127 1.2111
H -0.5682 2.6323 -3.9989
H -0.7140 1.8281 -2.7381
O -0.8408 2.7420 -3.0849
H -0.0553 -2.3324 -3.0234
H -0.0628 -3.4076 -1.8953
O 0.3498 -3.1773 -2.7309
H -2.9979 0.8445 -1.0709
H -2.9666 2.2158 -1.5301
O -3.6158 1.5920 -1.1642
*
```

Properties
Relative energy (zero: lowest compared OMol25 entry of this formula, charge and spin) (kcal/mol): 64.7
Electronic energy (eV): -37956.0822
HOMO level (Ha): -0.3632

Question: Which of these has the highest electronic energy?
Answer: C4H6N2